*P*
The following is a DFT calculation (wB97M-V/def2-TZVPD) of a cluster of 2 separate species, C3H4Br2Cl2O in total.

Structure (XYZ):
```
12
Properties=species:S:1:pos:R:3:mulliken_charge:R:1
Br -0.379 1.770 1.087 -0.163
Br 3.363 1.201 0.448 -0.221
Cl -2.675 -0.856 -0.269 -0.151
Cl -0.388 -2.626 0.352 -0.127
O -0.957 -0.621 2.428 -0.416
C -0.291 -0.203 -1.179 -1.157
C -0.816 -0.917 0.056 0.695
C -0.733 -0.164 1.354 0.322
H 3.392 2.577 0.139 0.211
H 0.814 0.063 -0.999 0.210
H -0.778 0.691 -1.350 0.468
H -0.553 -0.915 -2.066 0.329
```

Highest occupied orbital energy, eV: -10.782
SMILES: CC(Cl)(Cl)C(=O)Br.Br
Charge: 0
Gap between HOMO and LUMO, hartree: 0.3806



*Q*
The following is a DFT calculation (wB97M-V/def2-TZVPD) of a structure of composition C3H4Br2Cl2O.

Structure (XYZ):
```
12
Properties=species:S:1:pos:R:3:mulliken_charge:R:1
Br 0.799 -2.101 0.249 -0.100
Br 3.351 0.787 -0.597 -0.216
Cl 1.249 0.698 1.501 -0.101
Cl -2.738 0.307 -0.906 -0.099
O -1.596 -0.670 1.222 -0.330
C 0.477 -0.511 -0.655 -0.528
C -1.656 0.289 0.379 0.163
C 1.310 0.673 -0.243 -0.270
H -1.113 1.293 0.685 0.321
H -1.551 -1.651 0.807 0.335
H 1.042 1.590 -0.742 0.405
H 0.426 -0.705 -1.699 0.422
```

Highest occupied orbital energy (spin up / spin down), eV: -8.206 / -8.205
Charge: 0
Gap between HOMO and LUMO (spin up / spin down), hartree: 0.2783 / 0.2782



On energetic grounds, *P* is preferred over the next structure by 0.1136 hartree.



*P*
The following is a DFT calculation (wB97M-V/def2-TZVPD) of a cluster of 3 separate species, C4H13O3 in total.

Structure (XYZ):
```
20
Properties=species:S:1:pos:R:3:mulliken_charge:R:1
O -1.121 -0.509 1.255 -0.954
O -3.005 0.889 -0.072 -0.668
O -0.994 -1.496 3.607 -0.756
C 1.626 0.441 -2.164 -1.078
C 0.417 0.553 -0.131 -0.582
C 1.893 0.460 -0.717 -0.401
C -0.470 -0.667 0.092 -0.655
H -1.084 -1.202 2.575 0.405
H -1.111 -0.827 -0.760 0.251
H 2.410 1.330 -0.452 0.283
H 2.353 -0.362 -0.179 0.374
H 2.585 -0.091 -2.600 0.279
H -0.458 -2.220 3.680 0.220
H 0.630 -0.163 -2.470 0.216
H 0.189 -1.409 0.255 0.572
H -0.168 1.069 -0.930 0.188
H 1.347 1.414 -2.607 0.345
H -2.428 0.071 0.314 0.374
H -3.054 1.491 0.511 0.221
H 0.443 1.227 0.791 0.366
```

Highest occupied orbital energy, eV: -3.720
Charge: -1
Gap between HOMO and LUMO, hartree: 0.2766



*Q*
The following is a DFT calculation (wB97M-V/def2-TZVPD) of a cluster of 3 separate species, C4H13O3 in total.

Structure (XYZ):
```
20
Properties=species:S:1:pos:R:3:mulliken_charge:R:1
O -1.566 2.149 2.877 -0.739
O -2.172 -1.892 1.128 -0.776
O -1.077 0.401 1.006 -0.979
C 0.437 -0.640 -1.647 -0.497
C 0.201 0.734 -1.032 -0.486
C 0.188 0.680 0.507 -0.321
C 1.908 -1.102 -1.458 -1.090
H 0.534 1.660 0.899 0.293
H 2.091 -1.455 -0.447 0.310
H 0.951 1.438 -1.429 0.378
H -1.380 1.434 2.173 0.488
H -2.673 -1.560 1.878 0.253
H 2.534 -0.272 -1.792 0.249
H 0.909 -0.111 0.784 0.083
H 0.214 -0.847 -2.683 0.390
H -0.766 2.680 2.879 0.254
H -0.153 -1.368 -1.067 0.142
H 2.157 -1.879 -2.183 0.352
H -1.538 -1.092 0.968 0.466
H -0.799 1.043 -1.363 0.229
```

Highest occupied orbital energy, eV: -4.000
Charge: -1
Gap between HOMO and LUMO, hartree: 0.2896



*R*
The following is a DFT calculation (wB97M-V/def2-TZVPD) of a structure of composition C4H13O3.

Structure (XYZ):
```
20
Properties=species:S:1:pos:R:3:mulliken_charge:R:1
O -0.256 -1.570 -1.640 -0.908
O 0.031 0.602 -2.255 -0.677
O -0.950 -2.887 0.417 -0.785
C -0.447 1.574 -1.401 -0.464
C 0.936 -0.069 1.958 -1.029
C -0.353 1.115 0.076 -0.776
C 1.082 0.825 0.680 -0.009
H 2.003 -0.466 2.362 0.246
H -1.581 1.734 -1.391 0.155
H -0.888 0.111 0.176 0.121
H 0.310 -0.958 1.857 0.268
H -1.609 -2.510 0.932 0.223
H -1.114 1.636 0.755 0.424
H -0.092 2.596 -1.541 0.347
H -0.179 -0.299 -1.774 0.518
H -0.028 -1.730 -2.582 0.170
H -0.729 -2.270 -0.516 0.420
H 1.859 0.244 0.095 0.262
H 0.422 0.428 2.809 0.294
H 1.581 1.896 0.983 0.198
```

Highest occupied orbital energy, eV: -4.635
Charge: -1
Gap between HOMO and LUMO, hartree: 0.3206



On energetic grounds, *Q* is preferred over the next structure by 0.0563 hartree.



*P*
The following is a DFT calculation (wB97M-V/def2-TZVPD) of a cluster of 11 separate species, C11H44O11 in total.

Structure (XYZ):
```
66
Properties=species:S:1:pos:R:3:mulliken_charge:R:1
O 2.773 4.624 -0.096 -0.545
O -1.266 2.585 -1.357 -0.344
O 0.576 0.930 -0.056 0.172
O 0.535 4.494 1.615 -0.522
O 1.541 -2.689 4.154 -0.532
O -2.962 -2.005 2.236 -0.514
O -1.408 -1.680 -4.208 -0.607
O 1.020 -2.814 -3.402 -0.441
O 3.004 -0.006 -1.126 -0.599
O -1.604 -2.975 -0.254 -0.195
O 0.601 2.995 4.061 -0.627
C 0.071 -0.320 0.384 0.014
C -2.682 2.492 -1.477 -0.722
C 2.666 0.246 -2.477 -0.118
C 2.537 4.000 -1.344 -0.084
C 1.738 -3.092 2.797 -0.283
C -0.877 4.494 1.509 -0.525
C -1.257 -0.739 -3.164 0.212
C 1.613 -3.103 -2.133 -0.023
C -2.829 -3.187 3.006 -0.472
C -2.747 -3.241 -1.062 -0.737
C 0.909 1.790 3.352 -0.586
H -2.463 -3.604 -2.050 0.316
H 2.621 -2.697 -2.039 0.310
H -1.159 5.130 0.673 0.272
H 2.018 3.043 -1.220 -0.268
H 0.777 4.073 2.448 0.258
H 1.924 4.687 0.368 0.402
H -3.180 3.372 -1.061 0.306
H -1.779 -3.383 3.258 0.136
H 1.684 -2.933 -4.086 0.256
H 1.648 -4.183 -1.958 0.301
H -0.918 -0.522 -0.028 0.195
H -1.244 3.477 1.336 0.117
H -1.344 4.877 2.420 0.323
H -1.420 0.244 -3.605 0.250
H -3.344 -3.018 3.949 0.274
H -2.999 1.623 -0.905 0.238
H 0.732 -1.134 0.081 -0.323
H 2.250 -3.057 4.685 0.298
H 3.504 3.798 -1.801 0.269
H 2.355 -3.988 2.735 0.394
H -0.983 -3.700 -0.365 0.153
H 0.990 -2.620 -1.383 -0.342
H 1.664 -0.114 -2.709 -0.169
H 1.312 1.023 4.011 0.433
H -3.311 -2.317 -1.156 0.277
H 0.767 -3.362 2.370 -0.019
H 2.666 1.323 -2.702 0.146
H -0.243 -0.746 -2.762 -0.221
H -0.988 -2.509 -3.955 0.336
H -2.477 -2.154 1.415 0.274
H -0.950 3.319 -1.890 0.187
H 0.258 2.749 4.922 0.317
H 2.134 -2.263 2.211 0.148
H -3.262 -4.048 2.493 0.221
H 0.040 1.427 2.796 0.209
H 3.413 -0.210 -3.123 0.342
H -1.960 -0.891 -2.340 -0.112
H -2.998 2.358 -2.514 0.303
H -0.006 -0.363 1.477 0.175
H 1.662 2.019 2.595 0.228
H -3.402 -3.977 -0.586 0.297
H 1.970 4.651 -2.021 0.276
H 2.258 0.320 -0.601 0.303
H -0.168 1.478 -0.342 -0.010
```

Highest occupied orbital energy, eV: -9.406
SMILES: CO.CO.CO.CO.CO.CO.CO.CO.CO.CO.CO
Charge: 0
Gap between HOMO and LUMO, hartree: 0.3590



*Q*
The following is a DFT calculation (wB97M-V/def2-TZVPD) of a cluster of 11 separate species, C11H44O11 in total.

Structure (XYZ):
```
66
Properties=species:S:1:pos:R:3:mulliken_charge:R:1
O -0.722 1.337 -3.730 -0.417
O -1.329 -1.255 2.467 -0.261
O 3.212 -0.013 -1.855 -0.514
O 4.616 -0.951 1.540 -0.539
O 0.690 -2.771 1.232 -0.391
O 0.898 4.293 -1.590 -0.505
O -2.168 1.210 3.626 -0.518
O -1.164 -2.421 -2.879 -0.483
O 2.168 2.425 0.747 -0.516
O 0.033 1.210 -0.713 -0.154
O -4.871 -1.364 1.062 -0.546
C -2.029 2.292 2.724 -0.559
C -2.298 -1.780 3.378 -0.757
C 3.498 2.043 0.600 -0.395
C -4.124 -0.272 0.544 -0.085
C 3.394 -1.296 2.244 -0.314
C -1.841 0.685 -4.317 -0.646
C -0.505 0.243 0.174 0.580
C -0.592 -2.849 -1.653 -0.245
C 0.251 -3.977 1.918 -0.818
C 2.329 -0.005 -2.947 -0.262
C 1.850 4.638 -2.626 -0.669
H 0.002 1.143 -4.329 0.259
H 4.176 2.646 1.205 0.351
H 3.694 1.036 0.977 0.001
H -4.751 0.502 0.098 0.364
H 1.317 4.952 -3.522 0.274
H 2.551 5.405 -2.293 0.293
H -1.551 0.484 0.385 0.197
H -3.265 -1.723 2.876 0.165
H 2.511 -0.859 1.778 -0.014
H -0.784 -2.926 -3.602 0.284
H -0.543 -3.933 -1.537 0.392
H -3.673 0.286 1.365 -0.044
H 2.550 3.835 -2.866 0.222
H -3.331 -0.643 -0.106 0.109
H -0.802 -4.260 1.872 0.293
H 1.567 1.780 0.358 0.240
H -1.135 -2.487 -0.782 -0.121
H -1.273 2.148 1.955 0.131
H 2.770 -0.180 -1.019 0.225
H -1.741 3.218 3.228 0.362
H -0.524 -0.785 -0.192 -0.707
H 1.514 0.712 -2.827 -0.159
H 1.857 -0.968 -3.160 0.263
H -2.080 -2.830 3.572 0.278
H -0.063 -2.199 1.455 0.335
H 0.497 -3.874 2.977 0.275
H 3.889 1.969 -0.418 0.247
H -2.949 2.590 2.213 0.284
H 0.831 -4.794 1.490 0.333
H 2.801 0.337 -3.869 0.431
H 3.574 -0.888 3.239 0.356
H -5.417 -1.827 0.424 0.292
H -2.767 1.483 4.325 0.281
H -1.484 -0.148 -4.922 0.253
H 3.158 -2.358 2.306 0.167
H 0.062 0.303 1.103 0.334
H 0.934 3.336 -1.501 0.275
H -1.219 -0.362 2.812 0.198
H -2.274 -1.264 4.337 0.304
H 5.189 -0.646 2.246 0.311
H 0.422 -2.454 -1.559 0.173
H -2.378 1.405 -4.940 0.288
H -2.610 0.343 -3.625 0.227
H -0.549 1.077 -1.472 -0.009
```

Highest occupied orbital energy, eV: -9.243
SMILES: CO.CO.CO.CO.CO.CO.CO.CO.CO.CO.CO
Charge: 0
Gap between HOMO and LUMO, hartree: 0.3558



On energetic grounds, *P* is preferred over the next structure by 0.0531 hartree.